# 1
A molecular structure, C12H22AsF6KN2O2S. Source: OMol25; level of theory: ωB97M-V/def2-TZVPD.

The geometry in XYZ format:
```
47
C12H22AsF6KN2O2S, DFT ωB97M-V/def2-TZVPD
K -0.995 -0.124 2.460
As 1.613 -2.332 3.024
F 2.323 -2.701 4.681
F 1.789 -4.050 2.631
F 0.932 -1.872 1.443
F 1.373 -0.612 3.528
F 3.170 -1.919 2.254
F -0.131 -2.714 3.504
C 4.444 0.913 2.850
C 4.232 1.672 1.567
C 3.217 2.818 1.742
C 1.790 2.450 1.661
N 0.657 2.128 1.637
H 5.008 1.438 3.621
H 4.878 -0.064 2.639
H 3.439 0.761 3.244
H 3.671 1.050 0.869
H 5.177 1.988 1.126
H 3.334 3.502 0.902
H 3.529 3.439 2.583
C -4.876 -0.060 -0.981
C -5.149 1.433 -1.311
C -3.956 2.421 -1.026
C -3.146 2.191 0.167
N -2.482 1.960 1.109
H -5.775 -0.673 -1.033
H -4.566 -0.229 0.050
H -4.148 -0.434 -1.702
H -6.108 1.830 -0.976
H -5.272 1.345 -2.390
H -4.264 3.467 -1.049
H -3.360 2.356 -1.936
C 1.191 -1.615 -2.992
C -0.039 -2.645 -2.990
C -1.253 -1.753 -2.894
S -0.879 -0.386 -1.669
O -1.492 -0.815 -0.402
O -1.129 0.908 -2.346
C 0.989 -0.700 -1.684
H 1.078 -1.072 -3.930
H 2.153 -2.125 -2.949
H 0.079 -3.360 -2.176
H -0.092 -3.222 -3.913
H -2.184 -2.264 -2.650
H -1.366 -1.393 -3.917
H 1.098 -1.198 -0.720
H 1.500 0.262 -1.653
```

## Properties
Kohn-Sham gap = 10.71 eV
Net charge = 0
E_HOMO = -10.509 eV
Energy = -4563.6624 Ha

# 2
2 unconnected molecules or ions with the total composition C12H22BFNO8P2. Source: OMol25; level of theory: ωB97M-V/def2-TZVPD.

The geometry in XYZ format:
```
47
C12H22BFNO8P2, DFT ωB97M-V/def2-TZVPD
C -2.812 -3.329 0.130
C -2.327 -2.099 0.017
C -1.213 -0.961 -0.367
O -0.067 -0.820 0.519
B 0.954 -1.835 0.158
C 0.643 -3.148 1.162
C -0.147 -2.733 2.497
O -1.114 -3.485 2.874
F 0.158 -1.612 3.351
C 2.535 -1.541 0.510
P 3.328 -0.135 -0.471
O 2.907 -0.109 -1.954
O 3.009 1.356 0.358
O 5.048 -0.426 -0.427
O 0.649 -2.027 -1.290
C -0.539 -1.316 -1.800
C -0.264 -0.003 -2.733
O 0.161 1.159 -1.975
C -0.927 2.101 -1.752
P -1.360 -2.568 -2.963
N -2.956 -2.415 -3.124
H -3.336 -4.295 0.474
H -1.817 0.005 -0.232
H 0.008 -3.912 0.554
H 1.644 -3.630 1.508
H 3.105 -2.532 0.284
H 2.689 -1.357 1.651
H 2.114 1.291 0.797
H 5.187 -0.978 -1.248
H -1.219 0.160 -3.364
H 0.603 -0.259 -3.461
H -1.974 1.676 -2.033
H -0.952 2.308 -0.606
H -0.756 3.137 -2.245
H -1.046 -3.903 -2.531
H -0.788 -2.393 -4.277
H -3.144 -2.199 -4.123
C -1.757 4.471 3.177
C -0.785 4.354 2.033
O -1.141 4.523 0.879
C 0.644 4.021 2.368
H -2.748 4.715 2.786
H -1.816 3.521 3.713
H -1.441 5.269 3.852
H 0.692 3.051 2.869
H 1.067 4.799 3.008
H 1.230 3.969 1.447
```

## Properties
Kohn-Sham gap = 7.93 eV
Net charge = -1
E_HOMO = -5.326 eV
Energy = -1934.5291 Ha

# 3
3 unconnected molecules or ions with the total composition C12H22BrN4. Source: OMol25; level of theory: ωB97M-V/def2-TZVPD.

The geometry in XYZ format:
```
39
C12H22BrN4, DFT ωB97M-V/def2-TZVPD
C -22.692 -8.015 -25.372
C -22.580 -9.273 -24.545
N -23.365 -9.160 -23.348
C -23.048 -8.573 -22.188
C -24.033 -8.802 -21.239
N -25.088 -9.372 -21.923
C -24.604 -9.648 -23.122
C -26.409 -9.621 -21.453
H -21.877 -7.765 -26.051
H -22.712 -7.100 -24.781
H -23.599 -8.150 -25.962
H -21.555 -9.419 -24.204
H -22.978 -10.074 -25.169
H -22.145 -8.006 -22.018
H -24.106 -8.500 -20.205
H -25.231 -10.168 -23.831
H -26.465 -10.433 -20.729
H -27.318 -9.564 -22.053
H -26.550 -8.767 -20.791
C -16.127 -7.018 -32.426
C -16.123 -8.137 -31.363
N -15.632 -7.535 -30.085
C -16.249 -7.398 -28.891
C -15.362 -6.895 -28.014
N -14.152 -6.692 -28.660
C -14.304 -7.175 -29.944
C -12.965 -6.095 -28.010
H -16.638 -7.382 -33.318
H -15.113 -6.707 -32.678
H -16.611 -6.068 -32.201
H -15.444 -8.935 -31.665
H -17.051 -8.627 -31.071
H -17.304 -7.620 -28.829
H -15.495 -6.683 -26.963
H -13.486 -7.239 -30.646
H -13.102 -5.300 -27.277
H -12.297 -5.839 -28.833
H -12.416 -6.851 -27.449
Br -19.894 -6.776 -27.947
```

## Properties
Kohn-Sham gap = 6.32 eV
Net charge = +1
Relative energy (zero: lowest compared OMol25 entry of this formula, charge and spin) = 44.2 kcal per mole
E_HOMO = -8.558 eV
Energy = -3263.2060 Ha

# 4
5 unconnected molecules or ions with the total composition C12H22Cl3N4. Source: OMol25; level of theory: ωB97M-V/def2-TZVPD.

The geometry in XYZ format:
```
41
C12H22Cl3N4, DFT ωB97M-V/def2-TZVPD
C 2.549 2.214 -0.025
C 1.440 1.930 -1.043
N 1.894 2.248 -2.378
C 2.863 1.545 -3.049
C 3.056 2.139 -4.235
N 2.200 3.225 -4.349
C 1.530 3.235 -3.186
C 2.064 4.045 -5.547
H 3.471 1.861 -0.491
H 2.524 1.736 0.951
H 2.674 3.285 0.148
H 0.454 2.317 -0.794
H 1.247 0.850 -1.101
H 3.349 0.652 -2.691
H 3.611 1.758 -5.076
H 0.901 4.028 -2.811
H 2.532 3.458 -6.330
H 2.479 5.035 -5.374
H 1.012 4.181 -5.795
C -1.258 -3.752 4.376
C -2.564 -3.072 4.128
N -2.558 -2.058 3.036
C -2.850 -0.732 3.223
C -2.558 -0.010 2.131
N -2.024 -0.929 1.228
C -2.137 -2.151 1.772
C -1.351 -0.562 -0.026
H -0.487 -3.129 4.831
H -0.877 -4.148 3.430
H -1.533 -4.585 5.029
H -2.870 -2.558 5.043
H -3.408 -3.738 3.943
H -3.377 -0.408 4.108
H -2.582 1.048 1.948
H -1.691 -3.073 1.408
H -0.653 0.265 0.008
H -2.155 -0.283 -0.708
H -0.885 -1.476 -0.390
Cl -3.838 -6.309 5.683
Cl 0.775 -1.634 -2.825
Cl -0.969 -6.450 1.804
```

## Properties
Kohn-Sham gap = 3.53 eV
Net charge = -1
Relative energy (zero: lowest compared OMol25 entry of this formula, charge and spin) = 15.4 kcal per mole
E_HOMO = -3.029 eV
Energy = -2070.0017 Ha

# 5
4 unconnected molecules or ions with the total composition C12H22FO7S2. Source: OMol25; level of theory: ωB97M-V/def2-TZVPD.

The geometry in XYZ format:
```
44
C12H22FO7S2, DFT ωB97M-V/def2-TZVPD
F 4.715 19.161 37.973
C 2.957 17.661 35.074
C 4.340 16.908 35.275
C 4.331 16.069 36.628
O 4.479 14.753 36.368
C 4.477 14.539 35.112
O 4.497 13.365 34.604
O 4.265 15.694 34.359
H 2.818 17.939 34.129
H 3.090 18.425 35.826
H 2.272 16.944 35.496
H 5.167 17.459 35.075
H 3.400 16.411 37.351
H 5.399 16.237 37.221
C 9.803 19.227 35.986
C 8.326 18.961 35.683
C 7.604 19.367 36.910
S 8.392 20.791 37.559
O 8.764 20.631 38.914
O 7.629 21.973 37.122
C 9.923 20.641 36.617
H 10.233 19.180 34.999
H 10.154 18.366 36.585
H 8.158 17.997 35.415
H 7.937 19.669 34.848
H 7.343 18.605 37.641
H 6.598 19.537 36.751
H 10.760 20.616 37.316
H 10.091 21.307 35.804
C 5.046 21.929 34.564
C 4.036 21.167 33.808
C 2.676 21.858 34.026
S 2.811 22.514 35.686
O 1.970 21.815 36.531
O 2.667 23.943 35.623
C 4.444 22.107 36.006
H 5.126 22.863 34.098
H 5.973 21.411 34.724
H 4.000 20.207 34.285
H 4.411 21.186 32.825
H 1.730 21.337 33.668
H 2.464 22.544 33.288
H 4.509 21.219 36.473
H 5.120 22.914 36.443
```

## Properties
Kohn-Sham gap = 7.78 eV
Net charge = -1
Relative energy (zero: lowest compared OMol25 entry of this formula, charge and spin) = 0.0 kcal per mole
E_HOMO = -5.225 eV
Energy = -1893.2600 Ha

# 6
A molecular structure, C12H22FeI2N2O4S2Sc. Source: OMol25; level of theory: ωB97M-V/def2-TZVPD.

The geometry in XYZ format:
```
46
C12H22FeI2N2O4S2Sc, DFT ωB97M-V/def2-TZVPD
I 2.413 1.328 -1.779
I 3.552 -2.025 -3.122
Sc -0.730 -2.078 -0.406
Fe 1.245 -0.460 -0.482
S 1.160 -1.696 -2.597
S 1.374 -2.112 1.080
C -1.023 0.214 -0.469
C 0.716 -0.736 -4.202
C 1.155 -1.895 3.013
C 0.306 -1.964 -5.015
C -0.460 0.182 -3.962
C 1.828 0.018 -4.897
C 1.626 -3.223 3.608
C -0.306 -1.653 3.328
C 2.045 -0.742 3.428
C -2.180 -2.172 -2.027
C -2.333 -2.968 0.802
O -1.678 1.012 -1.041
O -3.040 -2.234 -2.805
O -3.209 -3.497 1.350
H -0.506 -2.476 -4.497
H 1.162 -2.640 -5.123
H -0.037 -1.659 -6.011
H -1.291 -0.343 -3.486
H -0.823 0.550 -4.940
H -0.187 1.053 -3.354
H 2.010 0.993 -4.454
H 1.521 0.137 -5.953
H 2.776 -0.543 -4.896
H 1.454 -3.243 4.690
H 2.697 -3.375 3.430
H 1.080 -4.063 3.161
H -0.445 -1.661 4.423
H -0.954 -2.422 2.889
H -0.640 -0.676 2.947
H 2.016 -0.616 4.520
H 1.708 0.197 2.966
H 3.086 -0.928 3.128
N -0.443 2.753 1.037
C -1.060 1.852 1.809
N -1.511 2.296 3.010
O -1.246 0.643 1.487
H -0.322 3.696 1.389
H -0.072 2.530 0.124
H -2.077 1.652 3.547
H -1.623 3.288 3.183
```

## Properties
Kohn-Sham gap (spin up / spin down) = 5.84 / 5.38 eV
<S²> = 8.79
Net charge = +4
E_HOMO (spin up / spin down) = -21.829 / -21.906 eV
Multiplicity = 6
Energy = -4295.4481 Ha